Density functional theory data (ωB97M-V/def2-TZVPD) for a cluster of 7 separate species, C65H68FN2O31S in total in a non-equilibrium geometry.

Summary:
HOMO level: -0.3984 Eh
M: 1424.31 Da
Frontier orbital gap: 7.6 eV
Total charge: +1
Spin multiplicity: 1

Bonds (Å) are listed after each position.
Cartesian coordinates (Å):
1 O -9.003 -1.824 -3.089  H80 0.976, C156 1.330
2 C 2.893 -1.035 -9.350  C46 1.501, C61 1.456, O78 1.214
3 C -6.134 0.486 -2.618  C86 1.454, H148 1.081, C163 1.342
4 H 1.063 -5.064 -0.003  C88 1.081
5 C 4.496 -2.171 -7.934  C61 1.339, O65 1.330, C153 1.501
6 H 5.340 -1.702 -4.289  O22 0.984
7 N -1.073 3.224 0.821  H97 1.013, C111 1.267, C124 1.491
8 H 1.905 6.666 3.746  C84 1.086
9 O -2.154 0.874 -0.025  C17 1.190
10 H -3.751 5.582 5.691  C77 1.088
11 H -0.691 -2.705 1.396  C30 1.085
12 C 10.531 -1.079 -3.546  O24 1.332, C105 1.501, C109 1.338
13 H 3.255 6.687 2.651  C84 1.090
14 H -3.458 -10.427 3.760  O139 0.976
15 O 1.263 -7.659 0.147  C133 1.217
16 H -5.149 4.487 6.031  C77 1.079
17 C -2.289 0.178 0.931  O9 1.190, O21 1.397, C165 1.504
18 H -4.045 1.983 0.874  C102 1.082
19 H -7.769 1.003 0.861  C161 1.087
20 H 4.600 -2.190 -10.054  C61 1.081
21 O -2.706 -1.145 0.767  C17 1.397, C57 1.397
22 O 6.024 -1.108 -3.905  H6 0.984, C79 1.334
23 C -5.445 3.368 1.664  H91 1.086, C102 1.551, C106 1.559, H152 1.086
24 O 9.581 -1.905 -3.112  C12 1.332, H107 0.975
25 H -3.270 -0.782 -2.484  O54 0.989
26 H -6.744 3.485 3.885  C164 1.088
27 H -1.338 -0.079 2.774  C165 1.088
28 H -4.521 1.679 2.569  C102 1.083
29 H -6.879 -3.387 -3.086  C166 1.081
30 C -0.990 -2.895 0.370  H11 1.085, C57 1.515, H103 1.085, H160 1.087
31 C -2.904 3.105 2.379  N75 1.433, C102 1.578, C110 1.601, C111 1.572
32 H -1.365 7.886 -0.962  C101 1.095
33 H -1.089 1.365 7.055  C58 1.087
34 H 2.700 -3.243 -2.608  O150 0.983
35 O 3.618 1.607 0.253  H49 0.977, C149 1.344
36 O -1.294 5.954 -0.063  C101 1.399, C130 1.426
37 H 1.112 1.275 2.633  C134 1.082
38 C 12.401 0.889 -4.382  O55 1.326, C137 1.501, C157 1.340
39 O -4.237 2.687 4.672  C44 1.204
40 H -0.258 1.630 4.222  C132 1.088
41 C 2.664 -7.656 -1.732  C76 1.339, O115 1.329, C133 1.500
42 H -6.692 0.449 2.089  C161 1.089
43 C -2.627 -8.826 4.178  C69 1.339, O139 1.329, C155 1.501
44 C -3.902 3.815 4.417  O39 1.204, N75 1.388, C77 1.524
45 H -4.416 -0.488 8.692  C92 1.052
46 C 2.175 -0.545 -8.126  C2 1.501, C74 1.339, O113 1.327
47 O -2.078 -1.709 -1.340  C57 1.186
48 C 0.620 0.844 0.619  O72 1.185, C134 1.505, F159 1.339
49 H 4.356 2.171 0.558  O35 0.977
50 H -6.842 1.724 3.964  C164 1.089
51 O 6.125 2.054 -0.448  C122 1.218
52 H -2.713 6.158 3.708  C93 1.089
53 H -1.310 2.920 4.656  C132 1.089
54 O -3.857 0.013 -2.460  H25 0.989, C163 1.328
55 O 13.357 1.711 -4.795  C38 1.326, H121 0.976
56 C -2.046 0.974 5.145  C58 1.544, H116 1.091, C132 1.539, H140 1.084
57 C -1.952 -1.856 -0.170  O21 1.397, C30 1.515, O47 1.186
58 C -2.069 1.487 6.601  H33 1.087, C56 1.544, C66 1.462, H67 1.084
59 C -1.438 -6.756 4.584  O62 1.218, C69 1.455, C108 1.499
60 H 11.912 -2.576 -4.143  C109 1.081
61 C 4.081 -1.856 -9.167  C2 1.456, C5 1.339, H20 1.081
62 O -1.223 -5.750 5.236  C59 1.218
63 H -2.545 5.770 2.039  C93 1.087
64 H 3.558 4.759 4.008  C82 1.083
65 O 5.576 -2.918 -7.717  C5 1.330, H144 0.974
66 C -2.959 0.612 7.363  C58 1.462, C92 1.206
67 H -2.432 2.508 6.664  C58 1.084
68 H -8.239 2.689 3.545  C164 1.088
69 C -2.455 -7.735 4.936  C43 1.339, C59 1.455, H151 1.081
70 C 4.022 -0.701 -2.586  O73 1.213, C79 1.508, C146 1.461
71 H 0.193 -5.386 3.774  O89 0.975
72 O 0.496 1.182 -0.510  C48 1.185
73 O 3.409 -1.514 -3.246  C70 1.213
74 C 2.589 -0.863 -6.892  C46 1.339, H90 1.081, C153 1.452
75 N -3.038 4.126 3.375  C31 1.433, C44 1.388, C93 1.469
76 C 3.271 -6.963 -2.704  C41 1.339, C95 1.457, H162 1.081
77 C -4.507 4.918 5.278  H10 1.088, H16 1.079, C44 1.524, H83 1.092
78 O 2.454 -0.724 -10.439  C2 1.214
79 C 5.469 -0.423 -2.904  O22 1.334, C70 1.508, C98 1.342
80 H -9.530 -1.005 -3.050  O1 0.976
81 O -8.462 0.769 -2.809  C86 1.217
82 C 2.744 4.705 3.296  H64 1.083, C84 1.534, H126 1.091, S131 1.821
83 H -5.139 5.549 4.649  C77 1.092
84 C 2.351 6.136 2.910  H8 1.086, H13 1.090, C82 1.534, H94 1.086
85 H 11.021 2.386 -3.773  C157 1.081
86 C -7.501 0.023 -2.793  C3 1.454, O81 1.217, C156 1.499
87 H 7.214 0.691 -2.426  C98 1.084
88 C 1.669 -5.536 -0.764  H4 1.081, C114 1.339, C133 1.452
89 O 0.280 -6.050 3.065  H71 0.975, C108 1.336
90 H 2.079 -0.519 -6.004  C74 1.081
91 H -5.505 3.647 0.616  C23 1.086
92 C -3.750 0.014 8.050  H45 1.052, C66 1.206
93 C -3.123 5.521 2.925  H52 1.089, H63 1.087, N75 1.469, H158 1.087
94 H 1.716 6.171 2.029  C84 1.086
95 C 3.114 -5.517 -2.780  C76 1.457, C114 1.503, O154 1.215
96 O -1.983 -10.095 2.323  C155 1.215
97 H -0.466 3.341 0.018  N7 1.013
98 C 6.173 0.481 -2.205  C79 1.342, H87 1.084, C122 1.454
99 H -3.082 0.278 2.827  C165 1.083
100 O -2.427 7.704 0.734  C101 1.184
101 C -1.728 7.282 -0.124  H32 1.095, O36 1.399, O100 1.184
102 C -4.225 2.428 1.844  H18 1.082, C23 1.551, H28 1.083, C31 1.578
103 H -0.121 -2.852 -0.278  C30 1.085
104 H -0.734 4.566 3.198  C129 1.085
105 C 10.232 0.387 -3.435  C12 1.501, O147 1.219, C157 1.452
106 C -6.768 2.588 1.927  C23 1.559, H138 1.091, C161 1.545, C164 1.530
107 H 8.852 -1.339 -2.801  O24 0.975
108 C -0.620 -6.995 3.351  C59 1.499, O89 1.336, C120 1.337
109 C 11.686 -1.523 -4.056  C12 1.338, H60 1.081, C137 1.457
110 C -1.781 2.009 2.697  C31 1.601, C124 1.542, C132 1.577, C165 1.534
111 C -2.293 3.519 0.992  N7 1.267, C31 1.572, C142 1.511
112 H 0.461 4.531 1.940  C129 1.089
113 O 1.111 0.218 -8.345  C46 1.327, H136 0.977
114 C 2.277 -4.839 -1.732  C88 1.339, C95 1.503, O150 1.329
115 O 2.778 -8.976 -1.620  C41 1.329, H125 0.975
116 H -1.493 0.034 5.192  C56 1.091
117 H -0.201 -8.266 1.704  C120 1.081
118 H -2.652 5.687 -1.677  C130 1.088
119 O 4.173 -2.031 -5.613  C153 1.219
120 C -0.787 -8.085 2.594  C108 1.337, H117 1.081, C155 1.458
121 H 14.081 1.141 -5.117  O55 0.976
122 C 5.549 1.213 -1.114  O51 1.218, C98 1.454, C149 1.496
123 O -4.392 -2.610 -2.833  C128 1.213
124 C -0.518 2.636 2.073  N7 1.491, C110 1.542, C129 1.574, C134 1.526
125 H 2.244 -9.228 -0.843  O115 0.975
126 H 3.082 4.203 2.388  C82 1.091
127 H -3.787 4.791 0.228  C142 1.085
128 C -5.347 -1.862 -2.814  O123 1.213, C163 1.507, C166 1.458
129 C 0.036 3.944 2.753  H104 1.085, H112 1.089, C124 1.574, S131 1.822
130 C -2.063 5.138 -0.944  O36 1.426, H118 1.088, C142 1.535, H145 1.094
131 S 1.358 3.748 3.990  C82 1.821, C129 1.822
132 C -1.303 1.932 4.197  H40 1.088, H53 1.089, C56 1.539, C110 1.577
133 C 1.807 -6.981 -0.703  O15 1.217, C41 1.500, C88 1.452
134 C 0.727 1.805 1.772  H37 1.082, C48 1.505, C124 1.526, H141 1.087
135 H -3.357 3.412 -0.852  C142 1.089
136 H 1.031 0.291 -9.316  O113 0.977
137 C 12.693 -0.577 -4.518  C38 1.501, C109 1.457, O168 1.214
138 H -7.529 3.171 1.406  C106 1.091
139 O -3.542 -9.748 4.456  H14 0.976, C43 1.329
140 H -3.066 0.716 4.889  C56 1.084
141 H 1.520 2.480 1.462  C134 1.087
142 C -2.986 4.182 -0.177  C111 1.511, H127 1.085, C130 1.535, H135 1.089
143 H 2.378 -0.201 -1.249  C146 1.079
144 H 5.657 -3.004 -6.750  O65 0.974
145 H -1.367 4.524 -1.522  C130 1.094
146 C 3.409 0.023 -1.475  C70 1.461, H143 1.079, C149 1.334
147 O 9.155 0.728 -2.976  C105 1.219
148 H -5.983 1.548 -2.485  C3 1.081
149 C 4.121 0.915 -0.784  O35 1.344, C122 1.496, C146 1.334
150 O 2.176 -3.517 -1.822  H34 0.983, C114 1.329
151 H -3.050 -7.543 5.818  C69 1.081
152 H -5.468 4.228 2.326  C23 1.086
153 C 3.761 -1.700 -6.712  C5 1.501, C74 1.452, O119 1.219
154 O 3.628 -4.834 -3.644  C95 1.215
155 C -1.790 -9.078 2.958  C43 1.501, O96 1.215, C120 1.458
156 C -7.734 -1.449 -2.955  O1 1.330, C86 1.499, C166 1.339
157 C 11.243 1.333 -3.874  C38 1.340, H85 1.081, C105 1.452
158 H -4.129 5.897 2.760  C93 1.087
159 F 0.715 -0.455 0.929  C48 1.339
160 H -1.433 -3.878 0.232  C30 1.087
161 C -6.785 1.181 1.288  H19 1.087, H42 1.089, C106 1.545, H167 1.086
162 H 3.889 -7.439 -3.452  C76 1.081
163 C -5.113 -0.386 -2.624  C3 1.342, O54 1.328, C128 1.507
164 C -7.163 2.602 3.406  H26 1.088, H50 1.089, H68 1.088, C106 1.530
165 C -2.134 0.550 2.380  C17 1.504, H27 1.088, H99 1.083, C110 1.534
166 C -6.722 -2.325 -2.967  H29 1.081, C128 1.458, C156 1.339
167 H -6.027 1.023 0.526  C161 1.086
168 O 13.753 -0.914 -5.003  C137 1.214